[1]
Computed, not measured: 2 unconnected molecules or ions with the total composition C4H10NO3 at a distorted geometry, with ωB97M-V with the def2-TZVPD basis set.

ORCA input file:
```
! wB97M-V def2-TZVPD RIJCOSX def2/J DEFGRID3
* xyz -1 1
H 0.30654 -1.13160 0.02100
C 0.71830 -1.09573 -1.02812
H -0.28913 0.38886 -2.33255
C -0.49620 1.46944 0.71937
C 0.21907 0.38092 -1.35912
C -2.08823 0.17965 -0.48326
H -2.90770 0.87460 -0.30489
H -0.03031 -1.77489 -1.53847
O 1.68720 -1.28013 1.86024
H 1.05707 1.07350 -1.40766
H 1.70022 -0.70634 1.09192
O -1.28892 1.57909 1.64192
H 0.49525 1.94604 0.66884
H 1.06794 -1.99926 1.93319
H -2.08589 -0.62473 0.24839
H -2.17209 -0.32444 -1.44311
N -0.81300 0.87089 -0.43577
O 1.99846 -1.36353 -1.16902
*
```

- Energy above the lowest of the compared OMol25 structures with the same formula, charge and spin: 71.0 kcal per mole
- Maximum force: 2.66 eV/Å
- DFT total energy: -11942.3186 eV
- Kohn-Sham gap: 6.8 eV
- Highest occupied orbital energy: -3.044 eV

Atom-resolved charges from Löwdin, all expressed in e: H 0.057; C -0.558; H 0.094; C -0.374; C -0.163; C -0.063; H 0.083; H 0.083; O -0.086; H 0.102; H -0.002; O -0.023; H 0.135; H 0.023; H 0.087; H 0.079; N -0.171; O -0.302



[2]
Computed, not measured: 2 unconnected molecules or ions with the total composition C4H10NO3, with ωB97M-V with the def2-TZVPD basis set.

ORCA input file:
```
! wB97M-V def2-TZVPD RIJCOSX def2/J DEFGRID3
* xyz -1 1
H 1.65051 0.35489 0.27642
O -0.05051 3.15938 -0.80476
H -0.91671 -2.21707 0.45088
C 0.90335 -0.26312 -1.68280
N -0.36990 -0.17854 0.49729
C 0.94835 -0.36302 -0.14011
H 0.15286 3.51560 -1.67297
H 0.56531 0.50862 2.24054
C -0.20013 -0.20831 1.93763
H 1.35347 -1.36298 0.10483
H 0.07991 -1.20621 2.32069
H -2.28965 -1.05597 0.36556
H 0.05599 2.18942 -0.95636
H -1.12278 0.10401 2.43176
O 1.33754 -1.24158 -2.30164
H -1.22237 -1.28768 -1.01973
O 0.38132 0.79264 -2.11341
C -1.25654 -1.24006 0.06619
*
```

- Energy above the lowest of the compared OMol25 structures with the same formula, charge and spin: 24.0 kcal per mole
- Maximum force: 0.76 eV/Å
- DFT total energy: -11944.3579 eV
- Kohn-Sham gap: 8.4 eV
- Highest occupied orbital energy: -4.558 eV

Atom-resolved charges from Löwdin, all expressed in e: H 0.108; O -0.123; H 0.080; C -0.743; N -0.257; C -0.160; H 0.006; H 0.075; C -0.141; H 0.108; H 0.074; H 0.077; H -0.012; H 0.073; O -0.057; H 0.082; O -0.075; C -0.113



[3]
Computed, not measured: 2 unconnected molecules or ions with the total composition C4H10NO3 at a distorted geometry, with ωB97M-V with the def2-TZVPD basis set.

ORCA input file:
```
! wB97M-V def2-TZVPD RIJCOSX def2/J DEFGRID3
* xyz -1 1
H 1.44609 -0.44482 0.98942
C 1.52294 -1.50660 -0.59370
O -0.15336 0.56781 0.88926
H 2.30096 -2.20747 -0.78189
H -0.24284 -2.26269 0.70701
H 1.73523 -0.62043 -1.25657
C 0.08150 -1.98992 -0.35240
H -1.31187 2.41010 -0.13669
N -1.68180 1.55307 -0.31817
H -0.08008 -2.92324 -0.85650
O -0.00319 3.10274 1.50861
H -0.68591 2.86772 2.10359
H 0.59944 2.39843 1.12150
C -0.84283 -0.83816 -0.87671
H -1.54863 -0.92719 -1.64888
O 2.11873 -1.05872 0.61856
H -2.39589 1.54677 -1.01690
C -0.85848 0.33259 -0.09956
*
```

- Energy above the lowest of the compared OMol25 structures with the same formula, charge and spin: 75.7 kcal per mole
- Maximum force: 5.11 eV/Å
- DFT total energy: -11942.1154 eV
- Kohn-Sham gap: 6.6 eV
- Highest occupied orbital energy: -2.470 eV

Atom-resolved charges from Löwdin, all expressed in e: H 0.041; C -0.292; O -0.126; H 0.077; H 0.119; H 0.121; C -0.195; H -0.016; N 0.080; H 0.065; O -0.112; H 0.001; H 0.060; C -0.130; H 0.018; O -0.157; H 0.037; C -0.590



[4]
Computed, not measured: 2 unconnected molecules or ions with the total composition C4H10NO3 at a distorted geometry, with ωB97M-V with the def2-TZVPD basis set.

ORCA input file:
```
! wB97M-V def2-TZVPD RIJCOSX def2/J DEFGRID3
* xyz -1 1
H -0.64095 -1.12299 0.03184
N 1.06421 -0.00103 -2.21072
C -1.07125 1.03111 -0.13554
O -2.10677 1.06523 0.71988
H 0.17437 -0.06362 1.18973
O -1.69256 0.64629 3.36104
H 1.77255 -0.52568 -2.70922
H -2.40910 1.26530 3.43948
O 2.56785 -2.12072 -1.13098
C 1.74270 -1.57072 -0.42310
H 0.15833 -0.33989 -2.56965
H -1.79074 0.69513 2.18596
H 1.79126 0.60757 -0.27155
C 1.22223 -0.13202 -0.73498
H 1.28287 -2.14714 0.43414
C -0.05628 -0.12518 0.02756
H -1.50722 0.85223 -1.10872
H -0.50150 1.98615 -0.09517
*
```

- Energy above the lowest of the compared OMol25 structures with the same formula, charge and spin: 82.6 kcal per mole
- Maximum force: 4.45 eV/Å
- DFT total energy: -11941.8155 eV
- Kohn-Sham gap: 7.1 eV
- Highest occupied orbital energy: -3.605 eV

Atom-resolved charges from Löwdin, all expressed in e: H 0.132; N 0.046; C -0.490; O -0.314; H 0.149; O -0.281; H 0.045; H -0.055; O 0.004; C -0.209; H 0.077; H 0.068; H 0.114; C -0.364; H 0.126; C -0.225; H 0.076; H 0.103



[5]
Computed, not measured: a molecular structure, C4H10NO3 at a distorted geometry, with ωB97M-V with the def2-TZVPD basis set.

ORCA input file:
```
! wB97M-V def2-TZVPD RIJCOSX def2/J DEFGRID3
* xyz -1 1
H -0.54472 1.28910 0.38922
H -0.43589 0.93522 -2.03619
H -2.26135 0.78331 0.36389
H 0.49485 -0.17301 2.36420
H 1.64323 -1.07065 0.56409
C -1.25775 0.57376 0.00317
H -1.75884 -1.64131 -0.87071
C -0.82739 -1.28589 -0.38397
N -0.90465 -0.76536 0.76497
C 2.41411 -0.46930 0.02334
O 2.65885 -0.78886 -1.15161
H -1.83652 1.98110 -1.46939
O 2.92465 0.43729 0.72902
C -1.37897 1.01064 -1.50535
H 1.85976 0.40980 2.12915
O 1.19454 0.28062 2.85454
H -2.04886 0.34244 -2.04295
H 0.06496 -1.84890 -0.72541
*
```

- Energy above the lowest of the compared OMol25 structures with the same formula, charge and spin: 115.2 kcal per mole
- Maximum force: 4.10 eV/Å
- DFT total energy: -11940.4013 eV
- Kohn-Sham gap: 7.7 eV
- Highest occupied orbital energy: -4.358 eV

Atom-resolved charges from Löwdin, all expressed in e: H 0.110; H 0.074; H 0.086; H -0.036; H 0.076; C -0.232; H 0.090; C -0.154; N -0.022; C -0.662; O -0.124; H 0.062; O -0.128; C -0.103; H -0.025; O -0.143; H 0.051; H 0.081



[6]
Computed, not measured: 2 unconnected molecules or ions with the total composition C4H10NO3 at a distorted geometry, with ωB97M-V with the def2-TZVPD basis set.

ORCA input file:
```
! wB97M-V def2-TZVPD RIJCOSX def2/J DEFGRID3
* xyz 0 2
N -0.12664 -0.20576 1.50108
H 0.73116 -0.28329 -1.87677
H 2.24750 1.25447 -0.40657
H -0.91376 0.19141 1.99748
C 0.65372 0.64378 0.77072
C 1.86543 0.21486 -0.13107
C 1.58477 -0.68065 -1.33236
H 2.74746 -0.17359 0.43878
C -0.70910 -1.55242 0.80912
H 1.12559 -1.53429 -0.86352
H -1.45739 1.06024 -0.79150
H -1.39061 -2.08534 1.55619
O -1.92806 1.15816 -1.62396
H -2.44706 0.35613 -1.71747
O 0.44983 1.84267 0.87750
H 2.38912 -0.97629 -1.95127
H 0.16302 -2.20827 0.62105
O -1.32580 -1.25000 -0.28688
*
```

- Energy above the lowest of the compared OMol25 structures with the same formula, charge and spin: 41.4 kcal per mole
- <S²>: 0.75
- Maximum force: 4.31 eV/Å
- DFT total energy: -11939.8539 eV
- Kohn-Sham gap (alpha / beta): 10.4 / 6.9 eV
- Highest occupied orbital energy (alpha / beta): -9.838 / -9.834 eV

Atom-resolved charges from Löwdin, all expressed in e: N 0.096; H 0.079; H 0.128; H 0.119; C -0.513; C -0.148; C -0.087; H 0.119; C -0.264; H 0.029; H -0.008; H 0.166; O -0.056; H 0.020; O 0.047; H 0.067; H 0.134; O 0.074



[7]
Computed, not measured: C4H10NO3 in the gas phase at a distorted geometry, with ωB97M-V with the def2-TZVPD basis set.

ORCA input file:
```
! wB97M-V def2-TZVPD RIJCOSX def2/J DEFGRID3
* xyz 0 2
H 2.35110 -1.21339 0.19026
C 1.57801 -0.74068 0.79351
C 0.52580 -0.18735 -0.20027
H -0.44181 -2.07123 -0.63108
C 0.01790 1.23258 0.03145
H 1.64015 -2.49263 1.63234
O 1.02149 -1.75702 1.67990
H -1.42252 -0.74936 -0.82036
N -0.71255 -1.15337 -0.19210
O -0.68721 2.16330 -2.04939
H -1.09136 -1.26779 0.76919
H 2.00533 0.01568 1.44471
C -0.99119 1.67687 -0.99824
H 0.87007 1.91338 0.06192
H -0.46376 1.26080 1.01203
H 0.91383 -0.29810 -1.21418
O -2.27866 1.47218 -0.59289
H -2.83462 2.19614 -0.91681
*
```

- Energy above the lowest of the compared OMol25 structures with the same formula, charge and spin: 50.9 kcal per mole
- <S²>: 0.75
- Maximum force: 1.43 eV/Å
- DFT total energy: -11939.4404 eV
- Kohn-Sham gap (alpha / beta): 4.0 / 11.3 eV
- Highest occupied orbital energy (alpha / beta): -3.465 / -10.998 eV

Atom-resolved charges from Löwdin, all expressed in e: H 0.102; C -0.227; C -0.299; H 0.041; C -0.090; H 0.071; O -0.129; H 0.070; N 0.125; O 0.124; H 0.107; H 0.113; C -0.564; H 0.135; H 0.126; H 0.112; O 0.055; H 0.127



[8]
Computed, not measured: 2 unconnected molecules or ions with the total composition C4H10NO5 at a distorted geometry, with ωB97M-V with the def2-TZVPD basis set.

ORCA input file:
```
! wB97M-V def2-TZVPD RIJCOSX def2/J DEFGRID3
* xyz 0 2
C -3.47751 -0.15441 1.36457
C -2.64452 -0.81364 2.45182
N 0.98900 1.03220 5.08816
H -3.23351 0.15797 -0.62154
H -4.74573 -1.47598 5.91146
C -3.01801 -1.04653 4.73273
H -1.95866 -0.70939 4.75398
C -3.84366 -0.89109 5.92217
H -2.13681 -1.71746 2.07736
H -1.92306 -0.07632 2.83176
H -0.02439 2.80456 5.67454
O -2.76098 -0.22678 0.13866
O -3.54896 -1.16243 3.55466
H -4.11544 0.15894 6.07026
O -0.04212 0.37652 5.04780
O 2.17244 0.77694 4.89598
O 0.78253 2.57134 5.12026
H -3.20567 -1.13759 6.76462
H -3.60805 0.91056 1.65956
H -4.46985 -0.64103 1.31739
*
```

- Energy above the lowest of the compared OMol25 structures with the same formula, charge and spin: 106.4 kcal per mole
- <S²>: 0.75
- Maximum force: 3.75 eV/Å
- DFT total energy: -16030.5091 eV
- Kohn-Sham gap (alpha / beta): 5.5 / 9.9 eV
- Highest occupied orbital energy (alpha / beta): -6.176 / -10.567 eV

Atom-resolved charges from Löwdin, all expressed in e: C -0.243; C -0.138; N -0.337; H 0.098; H 0.071; C -0.278; H 0.079; C -0.091; H 0.138; H 0.114; H 0.124; O -0.076; O -0.085; H 0.074; O 0.085; O 0.126; O 0.013; H 0.073; H 0.126; H 0.126



[9]
Computed, not measured: a gas-phase ion, C4H10NO5S (charge -1) at a distorted geometry, with ωB97M-V with the def2-TZVPD basis set.

ORCA input file:
```
! wB97M-V def2-TZVPD RIJCOSX def2/J DEFGRID3
* xyz -1 1
H -2.16441 2.87355 0.49141
H 0.90077 -3.01435 0.27273
O 0.63894 -1.09932 1.07533
H 3.13274 -2.45409 -0.58885
O -1.81888 -2.30935 0.32893
C -0.57934 1.82919 -0.46710
H 2.73561 -0.71416 -0.85295
H -0.58133 3.73313 0.63120
H -1.10017 2.21155 1.55137
O 0.34684 0.86489 -0.03359
H -1.55260 1.32566 -0.94796
N -0.23821 -0.09839 0.92336
C -1.12765 2.80243 0.66302
H 3.07300 -1.36950 0.78584
S -1.75875 -0.89585 -0.08953
H 0.66598 -1.78781 -0.95998
O -1.25443 -0.82597 -1.46322
C 1.15944 -1.84049 -0.01985
O -2.93575 -0.02600 0.13603
C 2.67546 -1.59548 -0.16104
H -0.21727 2.39038 -1.27515
*
```

- Energy above the lowest of the compared OMol25 structures with the same formula, charge and spin: 0.0 kcal per mole
- Maximum force: 4.40 eV/Å
- DFT total energy: -26870.0203 eV
- Kohn-Sham gap: 8.5 eV
- SMILES: CCON(OCC)S(=O)(=O)[O-]
- Highest occupied orbital energy: -4.718 eV

Atom-resolved charges from Löwdin, all expressed in e: H 0.041; H 0.161; O -0.177; H 0.047; O -0.363; C -0.287; H 0.087; H 0.053; H 0.050; O -0.158; H 0.107; N -0.105; C -0.063; H 0.047; S 0.520; H 0.071; O -0.383; C -0.278; O -0.378; C -0.076; H 0.084



[10]
Computed, not measured: C4H10NOP in the gas phase at a distorted geometry, with ωB97M-V with the def2-TZVPD basis set.

ORCA input file:
```
! wB97M-V def2-TZVPD RIJCOSX def2/J DEFGRID3
* xyz 0 1
C -0.83779 -0.10321 -1.25628
C -1.59454 0.92589 -0.33773
H -1.46188 0.40121 0.67698
H -2.63548 1.11266 -0.71772
O 2.13979 -1.16453 -1.19455
C 2.31670 1.54992 -0.08933
H -0.04520 -1.09341 1.81134
H -0.96230 1.86909 -0.15000
H -1.45795 -0.98924 -1.43474
H 0.04838 -2.56709 0.73739
H 2.46011 2.50643 0.41395
N 1.40945 0.89198 0.40216
H 1.38000 -1.88716 1.86656
H -0.54224 0.30983 -2.25328
C 0.60663 -1.66938 1.19264
H 3.11517 1.15080 -0.81770
P 1.12178 -0.63644 -0.26492
*
```

- Energy above the lowest of the compared OMol25 structures with the same formula, charge and spin: 32.8 kcal per mole
- Maximum force: 4.07 eV/Å
- DFT total energy: -17135.5458 eV
- Kohn-Sham gap: 10.0 eV
- SMILES: C=N[P@](C)(=O)CC
- Highest occupied orbital energy: -9.317 eV

Atom-resolved charges from Löwdin, all expressed in e: C -0.219; C -0.195; H 0.056; H 0.070; O -0.376; C -0.123; H 0.015; H 0.066; H 0.045; H 0.083; H 0.071; N -0.147; H 0.018; H 0.057; C -0.176; H 0.106; P 0.650



[11]
Computed, not measured: a gas-phase ion, C4H10NOS (charge -1) at a distorted geometry, with ωB97M-V with the def2-TZVPD basis set.

ORCA input file:
```
! wB97M-V def2-TZVPD RIJCOSX def2/J DEFGRID3
* xyz -1 1
C -0.49741 0.74853 -1.76180
S -1.72531 2.12912 -1.68452
H 1.53057 0.43029 0.04741
O 0.65827 -1.92674 2.02407
N 0.27317 0.62557 1.67769
H 0.45028 1.26728 -1.87522
C 1.17649 -1.50661 0.89508
C 0.60371 -0.04030 0.38723
C -0.56233 -0.17174 -0.55036
H 0.35949 -0.10725 2.39188
H -0.48822 -1.20716 -0.91945
H 0.92004 -2.30901 0.09956
H -0.68666 0.92229 1.61698
H -0.81623 0.33564 -2.71897
H -1.99072 2.23199 -0.41037
H 2.30285 -1.34358 0.80000
H -1.50798 -0.07832 -0.01921
*
```

- Energy above the lowest of the compared OMol25 structures with the same formula, charge and spin: 70.5 kcal per mole
- Maximum force: 3.14 eV/Å
- DFT total energy: -18682.0377 eV
- Kohn-Sham gap: 5.9 eV
- SMILES: N[C@@H](C[O-])CCS
- Highest occupied orbital energy: -2.770 eV

Atom-resolved charges from Löwdin, all expressed in e: C -0.522; S 0.631; H 0.099; O -0.329; N -0.006; H 0.050; C -0.510; C -0.384; C -0.259; H 0.030; H 0.095; H 0.078; H 0.021; H 0.042; H -0.201; H 0.070; H 0.096



[12]
Computed, not measured: a gas-phase ion, C4H10NOS (charge +1) at a distorted geometry, with ωB97M-V with the def2-TZVPD basis set.

ORCA input file:
```
! wB97M-V def2-TZVPD RIJCOSX def2/J DEFGRID3
* xyz 1 1
H 0.41106 2.34268 0.27325
C -2.38808 0.39276 0.82303
H 2.34627 -0.21038 0.76356
H 1.56638 -1.86711 -1.13060
H 1.00278 -0.50279 -2.21589
H -3.20757 0.01040 0.16967
C -0.06464 -0.97052 -0.35856
H 2.67564 0.85108 -0.59609
H -2.26987 -0.50432 1.43977
C 1.22454 -0.81831 -1.13552
C 2.07109 0.07529 -0.25158
H 0.22251 -1.20690 0.69333
S -0.94709 0.58927 -0.35495
H -0.51320 -1.77328 -0.79535
O -1.44582 1.10617 -1.59412
N 0.18620 1.32582 0.36148
H -2.60179 1.20125 1.47452
*
```

- Energy above the lowest of the compared OMol25 structures with the same formula, charge and spin: 120.3 kcal per mole
- Maximum force: 3.66 eV/Å
- DFT total energy: -18671.8888 eV
- Kohn-Sham gap: 9.1 eV
- Highest occupied orbital energy: -14.928 eV

Atom-resolved charges from Löwdin, all expressed in e: H 0.107; C -0.085; H 0.113; H 0.150; H 0.165; H 0.088; C -0.277; H 0.077; H 0.068; C -0.211; C 0.235; H 0.134; S 0.745; H 0.083; O -0.289; N -0.165; H 0.061



Q: Which value of maximum force does entry 12 give?
A: 3.66 eV/Å